# 1
106
Properties=species:S:1:pos:R:3:lowdin_charge:R:1 method="wB97M-V/def2-TZVPD" multiplicity=1 charge=-1 gap_ha="0.199 / 0.134" homo_energy_ev="-4.02 / -2.26"
Cs 0.49 0.84 0.26 1.42
C 3.72 -4.08 -3.86 -0.07
C 3.35 -3.15 -2.74 -0.30
C 4.11 -2.07 -2.41 -0.03
C 3.80 -1.25 -1.29 -0.16
C 4.57 -0.18 -0.88 -0.13
N 5.54 0.46 -1.61 -0.03
C 5.28 0.86 -2.98 -0.21
C 4.50 2.17 -3.07 -0.15
C 3.06 2.00 -2.57 -0.16
N 2.45 3.29 -2.46 0.08
C 1.40 3.75 -3.13 -0.01
C 0.39 3.05 -3.80 -0.12
C -0.29 3.75 -4.83 -0.01
C -1.43 3.26 -5.41 -0.29
C -2.13 3.99 -6.52 -0.07
C -1.98 2.09 -4.88 0.00
C -1.40 1.38 -3.86 -0.11
C -2.15 0.29 -3.28 -0.13
N -1.69 -0.58 -2.49 0.07
C -2.59 -1.50 -1.88 -0.25
C -2.28 -2.95 -2.26 -0.18
C -0.83 -3.33 -2.00 -0.27
N -0.55 -3.28 -0.59 0.05
C 0.59 -2.95 -0.16 -0.13
C 1.81 -2.66 -0.91 -0.15
C 2.19 -3.42 -2.00 -0.04
C 2.62 -1.56 -0.47 -0.42
O 2.32 -0.85 0.51 -0.38
C -0.13 1.79 -3.27 -0.33
O 0.40 1.20 -2.33 -0.27
H 4.57 -3.70 -4.42 0.06
H 2.88 -4.21 -4.54 0.07
H 3.99 -5.06 -3.47 0.07
H 5.03 -1.89 -2.94 0.10
H 4.41 0.17 0.14 0.12
H 6.00 1.19 -1.09 0.12
H 4.69 0.07 -3.47 0.10
H 6.24 0.95 -3.50 0.11
H 4.49 2.52 -4.11 0.11
H 5.01 2.94 -2.47 0.11
H 3.07 1.51 -1.59 0.11
H 2.50 1.37 -3.26 0.13
H 2.79 3.87 -1.68 0.11
H 1.31 4.84 -3.11 0.14
H 0.13 4.68 -5.17 0.12
H -1.53 4.83 -6.87 0.07
H -3.08 4.38 -6.17 0.07
H -2.33 3.33 -7.36 0.07
H -2.92 1.74 -5.29 0.12
H -3.22 0.29 -3.56 0.12
H -3.65 -1.28 -2.14 0.11
H -2.46 -1.39 -0.80 0.09
H -2.51 -3.11 -3.32 0.11
H -2.92 -3.61 -1.66 0.09
H -0.18 -2.66 -2.57 0.11
H -0.67 -4.35 -2.37 0.11
H 0.67 -2.84 0.92 0.11
H 1.61 -4.30 -2.26 0.11
S -6.39 -4.47 2.93 1.04
C -7.17 -4.94 1.47 -0.42
C -6.50 -4.49 0.37 -0.19
C -5.35 -3.75 0.69 -0.11
C -5.14 -3.63 2.04 -0.46
C -4.10 -2.93 2.74 -0.20
C -2.99 -2.37 2.06 -0.06
N -2.06 -1.67 2.63 0.16
C -2.11 -1.46 3.96 -0.15
C -3.13 -2.03 4.77 -0.14
C -3.10 -1.84 6.18 -0.03
C -2.12 -1.12 6.77 -0.03
C -1.09 -0.52 5.99 -0.14
C -0.05 0.23 6.56 0.02
C 0.92 0.81 5.75 -0.20
C 0.79 0.60 4.35 -0.05
N -0.15 -0.11 3.80 0.15
C -1.09 -0.68 4.58 -0.15
C 2.01 1.58 6.27 -0.47
C 2.98 2.26 5.59 -0.10
C 3.91 2.90 6.43 -0.19
C 3.65 2.70 7.75 -0.42
S 2.26 1.73 8.00 1.03
C -4.13 -2.76 4.12 0.01
H -8.07 -5.52 1.52 0.05
H -6.83 -4.67 -0.64 0.10
H -4.71 -3.30 -0.04 0.10
H -2.85 -2.54 1.00 0.09
H -3.89 -2.28 6.77 0.11
H -2.10 -0.98 7.84 0.11
H -0.01 0.37 7.63 0.09
H 1.50 1.04 3.66 0.11
H 3.02 2.32 4.52 0.11
H 4.74 3.49 6.07 0.10
H 4.19 3.07 8.61 0.05
H -4.94 -3.19 4.70 0.09
C -3.38 1.34 1.43 0.10
H -3.17 1.37 0.38 -0.03
H -2.63 1.66 2.12 -0.02
H -4.37 1.14 1.77 -0.02
F -0.88 4.38 -0.41 0.12
C 0.22 4.95 0.14 -0.52
F 0.65 5.85 -0.78 0.11
F -0.23 5.68 1.18 0.13
C 1.36 3.93 0.57 -0.68
O 2.46 4.19 0.07 0.00
O 1.00 3.05 1.34 -0.29

=====

# 2
16
Properties=species:S:1:pos:R:3:lowdin_charge:R:1 method="wB97M-V/def2-TZVPD" multiplicity=1 de_lowest_kj_mol=434.8 gap_ha="0.310 / 0.310" homo_energy_ev="-9.13 / -9.13"
C 1.28 1.33 0.28 -0.06
C 0.74 -0.02 -0.18 -0.38
C -0.45 -0.54 0.68 -0.18
C -1.76 -0.07 0.04 -0.34
C -1.86 -0.22 -1.42 0.13
C 1.80 -1.03 -0.26 -0.20
N 2.61 -1.86 -0.33 0.15
H 2.00 1.73 -0.44 0.09
H 1.76 1.25 1.25 0.09
H 0.45 2.05 0.36 0.09
H -0.34 -0.17 1.71 0.12
H -0.43 -1.63 0.72 0.12
H -2.60 -0.76 0.30 0.14
H -2.08 0.92 0.39 0.10
H -1.28 -1.15 -1.66 0.01
H 0.38 0.11 -1.22 0.12

=====

# 3
11
Properties=species:S:1:pos:R:3:lowdin_charge:R:1 method="wB97M-V/def2-TZVPD" multiplicity=1 charge=-1 de_lowest_kj_mol=188.6 gap_ha=0.340 homo_energy_ev=-5.20
C -1.94 0.60 0.15 -0.31
N -1.92 -0.64 -0.35 -0.03
N -0.67 1.16 0.16 -0.02
O 1.86 -1.10 1.34 -0.37
O 1.83 -0.99 -1.30 -0.38
O 2.67 0.91 0.17 -0.35
P 2.12 -0.42 0.05 0.16
H -1.01 -1.22 -0.36 0.11
H -2.77 -1.24 -0.30 0.08
H 0.34 0.74 0.18 0.04
H -0.50 2.20 0.27 0.09